#a
Computed, not measured: a cluster of 2 separate species, CH3N2O3S in total, with the ωB97M-V functional and the def2-TZVPD basis.

Structure (ORCA input):
```
! RIJCOSX wB97M-V def2-TZVPD def2/J DEFGRID3
* xyz -1 1
C -0.118 1.412 -2.210
N 1.052 1.264 -2.516
N 0.091 0.039 -1.995
O -1.213 0.066 2.480
O 0.471 0.000 0.747
O 0.366 -1.937 2.549
S 0.216 -0.197 2.226
H -1.048 1.836 -2.031
H 0.067 -2.334 1.738
H 0.116 -0.149 -0.987
*
```

Orbital gap   8.4 eV
Molecular weight   123.113 g/mol
HOMO energy   -4.5 eV

---

#b
Computed, not measured: the ion CH3N2O3S with charge -1, with the ωB97M-V functional and the def2-TZVPD basis.

Structure (ORCA input):
```
! RIJCOSX wB97M-V def2-TZVPD def2/J DEFGRID3
* xyz -1 1
C 1.623 0.961 0.090
N -0.576 0.050 -0.304
N 0.724 -0.021 0.150
O 3.333 -0.188 -1.276
O 1.307 2.139 0.068
O 3.323 -1.161 0.928
S 3.439 0.144 0.171
H -0.755 -0.472 -1.238
H -0.691 1.108 -0.447
H 1.065 -0.986 0.328
*
```

Orbital gap   7.6 eV
SMILES string   NNC([O-])=S(=O)=O
Molecular weight   123.113 g/mol
HOMO energy   -3.5 eV

---

Which structure is most stable? #b, by 1.956 eV over the runner-up.